Molecular formula: C4H6O
Method: DFT, wB97M-V/def2-TZVPD

Its electronic energy is -6288.2445 eV. Its max |F| is 1.67 eV/Å. Its SMILES is C1=CC1.C=O. The energy relative to the best compared isomer or geometry (same formula, charge and spin) comes out at 84.7 kcal per mole.

Each line ends with the Löwdin charge.
Geometry (Å):
1 C -0.29 0.08 0.87  -0.14
2 C -0.80 0.99 0.10  -0.04
3 C -1.28 -0.38 -0.17  -0.13
4 H 0.12 -0.10 1.84  0.11
5 H -0.93 2.03 -0.16  0.11
6 H -2.30 -0.63 0.11  0.09
7 H -0.86 -0.89 -1.05  0.08
8 C 1.54 -0.27 -0.36  -0.22
9 O 1.06 -0.21 -1.48  -0.05
10 H 1.85 -1.23 0.08  0.10
11 H 1.89 0.61 0.21  0.09

Molecular formula: C2H7N2
Method: DFT, wB97M-V/def2-TZVPD

Its total charge is +1. Its electronic energy is -5159.4277 eV. Its max |F| is 3.23 eV/Å. Its SMILES is N[C@H]1C[NH2+]1. The energy relative to the best compared isomer or geometry (same formula, charge and spin) comes out at 47.0 kcal per mole.

Each line ends with the Löwdin charge.
Geometry (Å):
1 N -1.64 0.04 -0.14  0.13
2 C -0.48 -0.02 0.51  -0.22
3 C 0.68 -0.72 -0.12  -0.11
4 N 0.94 0.66 -0.06  0.09
5 H -2.30 0.87 -0.02  0.18
6 H -1.51 -0.64 -0.87  0.11
7 H -0.39 0.21 1.64  0.19
8 H 1.34 -1.42 0.43  0.15
9 H 0.56 -1.16 -1.13  0.15
10 H 1.56 1.01 0.65  0.15
11 H 1.25 1.17 -0.90  0.17

Molecular formula: C4H10BN
Method: DFT, wB97M-V/def2-TZVPD

Its electronic energy is -6475.4253 eV. Its max |F| is 4.50 eV/Å. Its SMILES is C=NBCCC. The energy relative to the best compared isomer or geometry (same formula, charge and spin) comes out at 39.2 kcal per mole.

Each line ends with the Löwdin charge.
Geometry (Å):
1 C 2.03 -1.75 0.66  0.01
2 N 1.86 -0.55 1.06  0.09
3 B 1.40 0.74 1.05  -0.27
4 C -0.20 0.73 0.93  -0.13
5 C -0.77 -0.29 -0.20  -0.25
6 C -1.28 0.50 -1.42  -0.14
7 H 2.17 -1.91 -0.32  0.04
8 H 2.11 -2.54 1.36  0.07
9 H 2.01 1.72 1.34  0.07
10 H -0.56 0.52 1.86  0.06
11 H -0.47 1.69 0.75  0.04
12 H 0.00 -0.95 -0.59  0.06
13 H -1.47 -1.02 0.24  0.10
14 H -1.88 -0.24 -2.15  0.10
15 H -2.13 1.13 -1.03  0.07
16 H -0.49 1.05 -1.97  0.07

Molecular formula: C16H39BBrN3O9P2SSi
Method: DFT, wB97M-V/def2-TZVPD

Its electronic energy is -148121.2771 eV. Its max |F| is 8.46 eV/Å. Its SMILES is C=C[C@@](O[C@](Br)(CCCN)S(C)(=O)=O)([PH2]=N)[C@@](CCO[Si](C)(C)C)(OCC)N(B(O)O)P(O)O.

Each line ends with the Löwdin charge.
Geometry (Å):
1 C 0.60 -3.65 -0.85  -0.01
2 C 0.70 -2.80 0.36  -0.10
3 C 0.31 -1.17 0.43  -0.41
4 O -0.48 -0.67 -0.64  -0.17
5 C -1.88 -0.88 -0.73  -0.72
6 Br -3.06 0.36 0.37  0.83
7 C -2.51 -2.38 -0.66  -0.21
8 C -4.14 -2.48 -0.42  -0.23
9 C -4.55 -2.75 1.17  -0.27
10 N -6.03 -2.35 1.29  -0.07
11 S -2.28 -0.30 -2.52  0.74
12 C -1.40 -1.31 -3.83  -0.15
13 O -1.62 1.14 -2.59  -0.43
14 O -3.79 -0.08 -2.76  -0.40
15 P -0.24 -0.87 2.22  0.78
16 N -1.21 -1.97 2.89  -0.31
17 C 1.81 -0.42 0.26  -0.36
18 C 1.87 1.05 0.93  -0.08
19 C 0.61 2.09 0.56  -0.22
20 O 0.78 3.24 1.51  -0.29
21 Si -0.41 4.48 1.14  0.45
22 C -0.45 5.66 2.72  -0.22
23 C -2.19 3.77 0.96  -0.23
24 C 0.13 5.57 -0.36  -0.21
25 O 2.71 -1.37 1.02  -0.27
26 C 3.84 -0.71 1.64  -0.25
27 C 4.94 -1.92 2.01  -0.09
28 N 2.14 -0.60 -1.17  -0.05
29 B 2.40 0.58 -2.03  -0.62
30 O 3.51 1.55 -1.85  0.03
31 O 1.50 0.84 -3.20  0.04
32 P 3.41 -1.77 -1.57  1.01
33 O 3.15 -2.43 -3.19  -0.33
34 O 5.02 -1.08 -1.47  -0.31
35 H 1.62 -4.03 -1.33  0.06
36 H -0.38 -4.03 -1.37  0.07
37 H 1.04 -3.34 1.36  0.14
38 H -2.03 -3.12 0.11  0.11
39 H -2.32 -2.88 -1.73  0.11
40 H -4.76 -1.63 -0.92  0.09
41 H -4.47 -3.49 -0.98  0.13
42 H -3.88 -2.10 1.88  0.08
43 H -4.52 -3.90 1.38  0.12
44 H -6.41 -2.40 0.30  0.06
45 H -6.54 -3.16 1.77  0.07
46 H -0.47 -1.89 -3.36  0.09
47 H -0.94 -0.62 -4.66  0.10
48 H -2.17 -2.02 -4.35  0.09
49 H -0.93 0.42 2.39  0.01
50 H 0.99 -0.86 3.04  0.04
51 H -1.41 -2.66 2.14  -0.06
52 H 1.84 1.08 2.12  0.13
53 H 2.85 1.69 0.68  0.15
54 H 0.71 2.56 -0.52  0.12
55 H -0.44 1.60 0.64  0.06
56 H -0.78 4.98 3.64  0.05
57 H -1.21 6.53 2.60  0.05
58 H 0.64 6.05 3.00  0.05
59 H -2.37 3.03 1.88  0.05
60 H -2.24 3.17 -0.07  0.03
61 H -2.94 4.66 1.02  0.06
62 H 1.25 5.92 -0.18  0.06
63 H 0.12 4.87 -1.31  0.04
64 H -0.62 6.47 -0.43  0.06
65 H 3.61 -0.21 2.70  0.13
66 H 4.46 0.02 0.92  0.14
67 H 5.96 -1.76 1.43  0.08
68 H 4.48 -2.99 1.82  0.09
69 H 5.21 -1.87 3.15  0.07
70 H 3.03 2.42 -1.65  0.12
71 H 1.60 1.82 -3.47  0.12
72 H 3.86 -3.10 -3.40  0.06
73 H 5.66 -1.75 -1.85  0.07

Molecular formula: C3H6OPS
Method: DFT, wB97M-V/def2-TZVPD

Its total charge is -1. Its electronic energy is -25380.6749 eV. Its max |F| is 2.59 eV/Å. Its SMILES is CP(C)C([O-])=S. The energy relative to the best compared isomer or geometry (same formula, charge and spin) comes out at 0.5 kcal per mole.

Each line ends with the Löwdin charge.
Geometry (Å):
1 C 0.72 1.03 1.00  -0.39
2 P 0.72 -0.54 0.09  0.83
3 C 0.05 -0.07 -1.67  -0.30
4 C -0.90 -1.31 0.65  -1.14
5 O -1.59 -1.89 -0.17  -0.17
6 S -1.21 -1.18 2.47  0.19
7 H 0.14 0.94 1.90  -0.05
8 H 0.43 1.95 0.43  0.05
9 H 1.73 1.00 1.34  -0.02
10 H -1.05 -0.09 -1.74  0.03
11 H 0.38 -0.66 -2.54  0.01
12 H 0.58 0.84 -1.76  -0.03

Molecular formula: C4H8O3
Method: DFT, wB97M-V/def2-TZVPD

Its electronic energy is -10416.8386 eV. Its max |F| is 3.25 eV/Å. Its SMILES is COC(=O)CCO. The energy relative to the best compared isomer or geometry (same formula, charge and spin) comes out at 96.0 kcal per mole.

Each line ends with the Löwdin charge.
Geometry (Å):
1 C 0.77 1.82 1.56  -0.08
2 O -0.03 0.70 1.32  -0.18
3 C 0.60 -0.46 0.93  -0.31
4 O 1.65 -0.80 1.42  0.11
5 C -0.48 -0.10 -0.51  -0.04
6 C -0.55 -1.39 -1.22  -0.34
7 O -1.32 -1.20 -2.38  -0.05
8 H 1.63 1.87 0.88  0.10
9 H 0.13 2.69 1.41  0.10
10 H 1.11 1.74 2.58  0.09
11 H -1.49 0.30 -0.28  0.13
12 H 0.03 0.71 -1.07  0.13
13 H 0.48 -1.70 -1.41  0.12
14 H -1.01 -2.10 -0.51  0.13
15 H -1.52 -2.08 -2.73  0.09